[1]
ORCA calculation (ωB97M-V/def2-TZVPD) on 2 unconnected molecules or ions with the total composition C16H37N2 at a distorted geometry.

HOMO energy: -12.90 eV
E_LUMO: -3.27 eV

ORCA input file:
```
! RIJCOSX wB97M-V def2-TZVPD def2/J DEFGRID3
* xyz 1 1
C 6.73 0.87 0.09
C 6.30 2.36 -0.50
C 4.98 2.29 -1.48
C 4.08 3.67 -1.30
C 2.65 3.38 -0.56
C 1.79 2.34 -1.51
C 0.17 2.52 -1.44
C -0.34 1.06 -2.08
N -1.77 0.89 -1.59
C -1.72 1.18 -0.08
C -0.63 2.40 -0.01
N 0.11 2.56 1.30
H 7.66 0.92 0.82
H 5.81 0.48 0.71
H 7.02 0.17 -0.80
H 7.19 2.88 -1.09
H 6.11 3.04 0.45
H 5.39 2.18 -2.59
H 4.40 1.31 -1.19
H 3.82 4.14 -2.35
H 4.70 4.39 -0.60
H 2.06 4.33 -0.22
H 2.91 2.77 0.44
H 2.10 2.60 -2.63
H 2.17 1.22 -1.35
H -0.28 3.41 -2.08
H 0.22 0.24 -1.43
H -0.10 1.01 -3.22
H -2.15 -0.08 -1.72
H -2.31 1.55 -2.20
H -1.48 0.24 0.59
H -2.86 1.46 0.14
H -1.33 3.36 -0.03
H 0.42 3.57 1.38
H -0.62 2.47 2.07
C -2.62 -5.79 1.89
C -3.97 -5.22 1.51
C -3.91 -4.26 0.32
C -3.06 -3.00 0.53
C -3.47 -2.13 1.72
C -4.88 -1.56 1.59
H -1.91 -5.01 2.19
H -2.72 -6.49 2.72
H -2.18 -6.34 1.04
H -4.41 -4.72 2.38
H -4.65 -6.04 1.26
H -4.93 -3.97 0.05
H -3.52 -4.80 -0.55
H -3.10 -2.40 -0.38
H -2.01 -3.29 0.65
H -2.77 -1.29 1.80
H -3.39 -2.69 2.66
H -4.97 -0.95 0.68
H -5.11 -0.92 2.44
H -5.63 -2.35 1.55
*
```

[2]
ORCA calculation (ωB97M-V/def2-TZVPD) on 3 unconnected molecules or ions with the total composition C16H37NPS.

HOMO energy: -12.00 eV
E_LUMO: -4.73 eV

ORCA input file:
```
! RIJCOSX wB97M-V def2-TZVPD def2/J DEFGRID3
* xyz 1 1
S 3.30 -1.04 2.09
P 1.80 -1.86 1.20
C 0.18 -1.28 1.84
C -0.98 -2.31 1.85
C -1.89 -1.81 0.81
N -1.61 -0.62 0.45
C -0.41 -0.07 1.09
H 1.75 -1.64 -0.19
H 1.68 -3.25 1.33
H 0.42 -1.02 2.87
H -1.54 -2.21 2.79
H -0.71 -3.36 1.74
H -2.73 -2.35 0.39
H -2.13 -0.09 -0.22
H -0.66 0.73 1.79
H 0.25 0.36 0.35
C -3.51 1.18 3.12
C -4.90 1.77 3.33
C -5.94 1.22 2.37
C -5.65 1.48 0.89
C -5.49 2.96 0.52
C -6.73 3.79 0.79
H -3.13 1.43 2.12
H -2.80 1.57 3.85
H -3.54 0.09 3.22
H -4.85 2.86 3.25
H -5.23 1.57 4.36
H -6.92 1.63 2.62
H -6.03 0.14 2.52
H -6.47 1.06 0.29
H -4.75 0.94 0.59
H -5.24 3.02 -0.54
H -4.64 3.39 1.06
H -7.59 3.40 0.24
H -6.59 4.83 0.48
H -6.99 3.81 1.85
C 3.69 0.22 -1.83
C 4.66 -0.92 -1.52
C 6.10 -0.61 -1.91
C 6.32 -0.35 -3.40
C 5.89 -1.48 -4.33
C 6.63 -2.79 -4.08
H 3.64 0.44 -2.89
H 2.67 -0.02 -1.50
H 3.99 1.13 -1.31
H 4.33 -1.83 -2.03
H 4.63 -1.14 -0.45
H 6.74 -1.43 -1.59
H 6.44 0.27 -1.35
H 7.39 -0.15 -3.56
H 5.81 0.57 -3.69
H 6.05 -1.17 -5.36
H 4.81 -1.65 -4.23
H 7.71 -2.65 -4.20
H 6.32 -3.56 -4.79
H 6.46 -3.18 -3.08
*
```

[3]
ORCA calculation (ωB97M-V/def2-TZVPD) on a molecular structure, C16H38AsIrN6O5Si2 at a distorted geometry.

HOMO energy (spin up / spin down): -9.98 / -10.44 eV
E_LUMO (spin up / spin down): -2.48 / -4.67 eV
Relative energy (zero: lowest compared OMol25 entry of this formula, charge and spin): 137.83 kJ/mol

ORCA input file:
```
! RIJCOSX wB97M-V def2-TZVPD def2/J DEFGRID3
* xyz 1 6
Ir -0.16 0.31 0.47
N -0.79 -1.19 -1.35
C 0.37 -1.28 -2.25
C 1.47 -0.28 -1.88
O 2.63 -0.54 -2.09
N 0.98 0.86 -1.28
C 1.84 1.96 -1.15
C 2.42 2.01 0.38
O 3.57 2.36 0.47
O 1.55 1.69 1.23
H -1.08 -2.10 -1.01
H -1.59 -0.77 -1.81
H 0.09 -1.08 -3.28
H 0.81 -2.28 -2.22
H 1.28 2.89 -1.20
H 2.68 1.95 -1.84
N 1.53 -1.24 1.29
C 1.07 -1.94 2.49
C 2.00 -3.07 2.99
C 2.77 -3.92 1.96
C 1.95 -4.80 1.00
N 0.97 -5.60 1.70
C 1.16 -6.75 2.31
N 0.27 -7.12 3.23
N 2.21 -7.54 2.04
C -0.44 -2.28 2.34
O -0.89 -3.39 2.71
O -1.16 -1.34 1.90
H 1.77 -1.89 0.54
H 2.36 -0.68 1.48
H 1.05 -1.19 3.29
H 1.43 -3.72 3.66
H 2.77 -2.60 3.61
H 3.43 -4.59 2.52
H 3.43 -3.28 1.37
H 2.63 -5.43 0.42
H 1.41 -4.18 0.28
H 0.18 -5.02 2.09
H -0.49 -6.49 3.46
H 0.28 -8.03 3.65
H 2.83 -7.31 1.28
H 2.29 -8.45 2.45
C 0.21 2.07 4.36
Si -1.55 2.41 3.82
C -1.94 4.25 3.70
C -2.79 1.53 4.93
As -1.86 1.63 1.58
Si -4.09 0.80 1.31
C -4.50 -0.59 2.49
C -5.19 2.32 1.48
C -4.07 0.20 -0.49
H 0.51 2.75 5.16
H 0.90 2.19 3.52
H 0.31 1.05 4.73
H -1.94 4.72 4.69
H -2.92 4.42 3.25
H -1.20 4.76 3.09
H -2.64 1.81 5.97
H -2.68 0.44 4.86
H -3.82 1.78 4.66
H -4.77 -0.22 3.48
H -3.64 -1.26 2.59
H -5.34 -1.18 2.11
H -5.23 2.67 2.51
H -6.22 2.11 1.16
H -4.80 3.13 0.86
H -3.78 -0.85 -0.53
H -3.35 0.79 -1.06
H -5.04 0.30 -0.96
*
```